[1]
Computed, not measured: a molecular structure, C42H52F3Ge2N7O2S3Ti at a distorted geometry, with ωB97M-V/def2-TZVPD.

```
112
Properties=species:S:1:pos:R:3:mulliken_charge:R:1
Ti -0.36 -0.91 0.49 -2.04
C -1.67 4.11 3.91 -0.96
C -0.61 3.07 4.28 -0.52
N 0.20 2.67 3.12 0.07
C -0.16 1.70 2.29 -0.19
S 1.02 1.21 1.04 -0.31
N -1.29 1.07 2.46 -1.89
N -1.63 0.11 1.56 1.53
C -2.88 -0.31 1.55 0.96
C -3.93 0.25 2.44 -2.21
C -3.15 -1.31 0.55 0.08
C -4.42 -1.85 0.32 -0.54
C -4.60 -2.77 -0.69 -1.41
C -3.51 -3.14 -1.47 -0.86
C -2.28 -2.57 -1.21 -0.87
N -2.08 -1.67 -0.23 1.63
H -2.28 4.34 4.79 0.37
H -2.32 3.72 3.12 0.19
H -1.21 5.03 3.57 0.33
H -1.08 2.18 4.67 0.18
H 0.07 3.47 5.03 0.51
H 1.04 3.17 2.92 0.23
H -3.48 0.92 3.17 0.35
H -4.46 -0.54 2.96 0.60
H -4.66 0.82 1.86 0.37
H -5.24 -1.53 0.94 0.62
H -5.58 -3.19 -0.88 0.54
H -3.61 -3.85 -2.27 0.59
H -1.42 -2.83 -1.80 0.34
O 1.96 -2.17 3.93 -0.76
C 2.56 -3.17 3.25 0.46
C 3.32 -4.07 3.99 -0.72
C 3.98 -5.10 3.36 -0.46
C 3.90 -5.26 1.98 -0.84
C 3.13 -4.39 1.24 -0.70
C 2.44 -3.34 1.85 -0.05
C 1.63 -2.44 1.03 0.70
O 1.12 -1.34 1.55 -0.01
N 1.43 -2.71 -0.23 -0.80
N 0.76 -1.71 -0.97 0.86
C 0.94 -1.91 -2.26 0.01
S 1.94 -3.24 -2.77 -0.01
C 1.53 -3.05 -4.54 -0.68
C 1.27 -1.59 -4.83 -0.67
S 0.22 -0.94 -3.49 0.25
H 1.62 -1.52 3.29 0.22
H 3.39 -3.91 5.06 0.50
H 4.58 -5.78 3.95 0.42
H 4.43 -6.06 1.49 0.47
H 3.05 -4.50 0.16 0.49
H 0.65 -3.67 -4.75 0.30
H 2.37 -3.43 -5.12 0.47
H 0.74 -1.44 -5.76 0.54
H 2.19 -1.01 -4.84 0.23
C -2.59 3.86 -0.87 -1.46
C -1.88 2.80 -0.03 -0.31
Ge -1.39 1.11 -1.04 3.46
C -2.95 0.51 -2.18 -0.33
C -3.64 1.59 -3.02 -1.44
C -0.24 1.94 -2.43 -0.94
C 0.98 2.46 -2.32 0.72
Ge 2.18 2.29 -0.77 1.00
C 3.39 0.71 -0.91 -0.01
C 4.87 1.07 -1.04 -1.44
C 2.98 3.94 -0.01 -0.75
C 3.68 4.79 -1.08 -1.19
C 1.67 3.17 -3.43 -0.41
C 1.13 4.33 -3.99 -0.38
C 1.80 4.99 -5.01 -0.76
C 3.00 4.49 -5.50 -0.61
C 3.54 3.33 -4.95 -1.04
C 2.88 2.68 -3.92 0.10
H -2.63 4.80 -0.32 0.41
H -3.61 3.57 -1.10 0.33
H -2.06 4.05 -1.81 0.22
H -2.49 2.56 0.84 0.37
H -0.94 3.21 0.34 0.32
H -3.70 0.01 -1.57 0.23
H -2.53 -0.25 -2.85 0.42
H -4.32 2.19 -2.41 0.31
H -4.24 1.13 -3.81 0.43
H -2.93 2.27 -3.49 0.22
H -0.73 2.05 -3.40 0.49
H 3.06 0.12 -1.76 0.07
H 3.23 0.10 -0.01 0.39
H 5.07 1.64 -1.94 0.28
H 5.47 0.15 -1.09 0.44
H 5.22 1.64 -0.18 0.36
H 3.69 3.62 0.75 0.47
H 2.19 4.51 0.47 0.53
H 4.48 4.23 -1.57 0.28
H 4.12 5.67 -0.62 0.42
H 2.98 5.12 -1.85 0.32
H 0.19 4.72 -3.61 0.40
H 1.38 5.89 -5.43 0.45
H 3.52 4.99 -6.30 0.43
H 4.47 2.93 -5.34 0.46
H 3.29 1.77 -3.49 0.58
F -3.36 -4.71 5.94 -0.27
C -3.31 -5.18 4.69 0.68
F -4.56 -5.20 4.20 -0.25
F -2.85 -6.43 4.72 -0.24
C -2.45 -4.30 3.80 0.32
C -2.00 -3.06 4.23 -0.93
C -1.30 -2.28 3.34 -0.38
N -1.05 -2.66 2.08 1.27
C -1.43 -3.88 1.70 -0.74
C -2.13 -4.74 2.52 -1.29
H -2.20 -2.72 5.24 0.60
H -0.92 -1.31 3.65 0.32
H -1.15 -4.18 0.70 0.62
H -2.44 -5.72 2.18 0.53
```

Calculated values
Gap between HOMO and LUMO   6.34 eV
Strongest force on any atom   2.08 eV/Å
LUMO energy   -0.231 hartree
ΔE to the lowest compared entry with this formula, charge and spin   14.8 kcal per mole
Charge   +2
DFT total energy   -235717.70227 eV

---

[2]
Computed, not measured: a molecular structure, C42H54HfN11O3PS2Se at a distorted geometry, with ωB97M-V/def2-TZVPD.

```
115
Properties=species:S:1:pos:R:3:mulliken_charge:R:1
Hf 15.21 13.56 12.71 0.07
C 16.84 13.86 15.44 0.37
N 16.83 13.80 13.98 2.07
C 18.07 13.93 13.41 -0.81
C 18.13 14.05 12.00 0.28
C 19.18 14.16 11.07 -1.17
C 18.60 14.22 9.80 -0.87
C 17.22 14.15 9.98 -0.75
N 16.92 14.05 11.30 0.57
C 16.76 15.23 16.09 -0.03
C 17.26 16.36 15.46 -0.16
C 17.09 17.61 16.04 -0.79
C 16.41 17.75 17.24 -0.46
C 15.86 16.63 17.85 -0.77
C 16.05 15.39 17.28 0.13
H 17.78 13.41 15.75 1.12
H 16.01 13.24 15.83 -2.17
H 18.94 13.95 14.05 0.41
H 20.24 14.18 11.32 0.47
H 19.12 14.30 8.85 0.45
H 16.45 14.18 9.21 0.40
H 17.73 16.26 14.49 0.49
H 17.47 18.49 15.53 0.35
H 16.27 18.73 17.67 0.34
H 15.23 16.75 18.72 0.35
H 15.57 14.53 17.72 0.33
Se 13.34 17.54 15.09 -0.21
C 13.98 15.92 14.60 -0.01
N 14.38 14.89 14.23 -0.72
O 16.23 11.60 12.18 -0.48
N 15.74 10.81 11.28 0.75
C 16.33 9.63 11.19 -0.16
C 15.87 8.74 10.29 -0.74
C 14.80 9.05 9.46 -0.66
C 14.23 10.30 9.60 -0.57
C 14.71 11.19 10.51 -0.13
H 17.15 9.47 11.88 0.52
H 16.35 7.77 10.22 0.41
H 14.45 8.34 8.72 0.42
H 13.44 10.65 8.95 0.58
H 14.36 12.20 10.60 0.36
N 13.87 12.19 13.55 -0.18
P 13.38 11.33 14.72 -1.19
N 12.40 10.09 14.14 0.51
C 11.44 9.34 14.89 -0.89
C 11.79 7.84 14.98 -0.49
C 12.12 7.27 13.60 -1.05
C 13.15 8.12 12.88 -0.23
C 12.66 9.57 12.80 -0.29
N 14.65 10.68 15.63 1.05
C 16.00 10.50 15.12 0.12
C 17.03 10.55 16.25 -0.50
C 16.72 9.55 17.36 -1.15
C 15.28 9.74 17.83 -0.97
C 14.33 9.67 16.63 -0.49
N 12.45 11.98 15.93 1.02
C 12.92 12.32 17.27 0.32
C 12.15 13.51 17.83 -1.57
C 12.07 14.60 16.75 0.76
C 11.26 14.10 15.54 -0.47
C 11.18 12.57 15.50 -1.13
H 10.46 9.43 14.38 0.57
H 11.34 9.77 15.89 0.31
H 10.94 7.30 15.41 0.46
H 12.64 7.70 15.65 0.11
H 11.21 7.25 12.99 0.31
H 12.46 6.24 13.69 0.44
H 13.32 7.76 11.87 0.37
H 14.10 8.11 13.43 0.07
H 11.72 9.59 12.22 0.43
H 13.38 10.21 12.32 -0.43
H 16.22 11.25 14.39 -0.72
H 16.11 9.52 14.61 0.29
H 17.03 11.56 16.67 0.09
H 18.01 10.35 15.82 0.47
H 17.42 9.65 18.19 0.50
H 16.84 8.54 16.96 0.34
H 15.17 10.71 18.31 0.30
H 15.01 8.96 18.55 0.37
H 13.30 9.80 16.97 0.62
H 14.42 8.67 16.18 0.16
H 13.98 12.59 17.22 -0.31
H 12.82 11.46 17.94 0.19
H 12.69 13.90 18.71 0.59
H 11.16 13.21 18.16 0.41
H 13.08 14.84 16.44 -0.94
H 11.63 15.50 17.16 0.38
H 11.77 14.42 14.63 -0.03
H 10.25 14.52 15.51 0.51
H 10.93 12.22 14.50 0.61
H 10.40 12.24 16.21 0.49
N 7.25 13.57 8.00 -0.62
C 8.63 13.73 8.14 1.04
C 9.30 13.26 9.26 -0.75
C 10.67 13.39 9.39 -0.61
C 11.39 13.98 8.37 -0.02
C 10.76 14.46 7.24 -0.64
C 9.39 14.33 7.12 -0.68
S 13.17 14.04 8.40 1.09
O 13.64 12.76 7.91 -0.68
O 13.50 15.23 7.62 -0.79
N 13.59 14.20 9.92 0.20
C 14.05 15.36 10.34 0.02
S 14.27 16.87 9.49 -0.14
C 15.01 17.59 10.86 -0.48
C 15.09 16.70 11.85 -0.60
N 14.53 15.47 11.57 0.26
H 6.77 13.51 8.88 0.24
H 6.83 14.28 7.41 0.23
H 8.73 12.77 10.06 0.28
H 11.21 13.05 10.26 0.61
H 11.34 14.93 6.46 0.47
H 8.87 14.69 6.23 0.25
H 15.34 18.62 10.84 0.41
H 15.52 16.86 12.83 0.19
```

Calculated values
Gap between HOMO and LUMO (alpha / beta)   4.33 / 6.68 eV
Strongest force on any atom   2.31 eV/Å
LUMO energy (alpha / beta)   0.083 / 0.083 hartree
2S+1   2
ΔE to the lowest compared entry with this formula, charge and spin   27.5 kcal per mole
Charge   -1
DFT total energy   -164581.89170 eV

---

[3]
Computed, not measured: a molecular structure, C42H54N3OP2SSbSr, with ωB97M-V/def2-TZVPD.

```
105
Properties=species:S:1:pos:R:3:nbo_charge:R:1
Sr 0.69 0.86 1.08 1.74
C 0.55 1.80 5.71 -0.71
C 1.34 1.61 4.46 0.73
O 0.83 1.78 3.34 -0.79
N 2.63 1.27 4.59 -0.57
C 3.55 1.16 3.47 -0.27
C 3.64 -0.25 2.91 0.21
C 4.66 -1.09 3.31 -0.23
C 4.72 -2.39 2.81 -0.12
C 3.74 -2.79 1.91 -0.24
C 2.76 -1.88 1.56 0.05
N 2.69 -0.64 2.04 -0.56
H -0.51 1.77 5.47 0.26
H 0.78 2.78 6.14 0.26
H 0.78 1.04 6.46 0.24
H 2.99 1.16 5.53 0.42
H 4.53 1.48 3.80 0.24
H 3.23 1.85 2.69 0.22
H 5.41 -0.74 4.00 0.24
H 5.51 -3.06 3.10 0.25
H 3.74 -3.79 1.49 0.24
H 1.99 -2.17 0.85 0.19
C -3.12 -4.35 -3.89 -0.74
S -4.33 -3.01 -3.83 0.19
C -4.83 -3.08 -2.08 -0.53
C -4.21 -2.00 -1.21 -0.42
C -2.70 -2.07 -1.20 -0.25
N -2.04 -1.04 -0.39 -1.08
P -1.68 -1.19 1.29 0.96
C -1.94 -2.94 1.64 -0.41
C -3.16 -3.46 2.08 -0.13
C -3.30 -4.83 2.27 -0.21
C -2.24 -5.69 2.02 -0.17
C -1.02 -5.18 1.59 -0.19
C -0.87 -3.81 1.41 -0.20
C -3.03 -0.36 2.19 -0.42
C -2.95 -0.35 3.58 -0.16
C -3.93 0.27 4.34 -0.22
C -4.98 0.92 3.71 -0.19
C -5.05 0.94 2.32 -0.19
C -4.08 0.30 1.56 -0.22
P -1.46 0.42 -1.05 0.95
C -2.71 1.03 -2.19 -0.42
C -3.57 2.03 -1.72 -0.18
C -4.63 2.46 -2.51 -0.21
C -4.83 1.90 -3.76 -0.18
C -3.97 0.92 -4.24 -0.14
C -2.92 0.48 -3.46 -0.20
C -0.04 -0.09 -2.08 -0.31
C 0.72 -1.20 -1.67 -0.28
C 1.92 -1.51 -2.30 -0.20
C 2.38 -0.72 -3.35 -0.20
C 1.63 0.38 -3.76 -0.19
C 0.44 0.70 -3.12 -0.24
H -2.79 -4.43 -4.92 0.24
H -3.58 -5.29 -3.59 0.22
H -2.25 -4.15 -3.26 0.20
H -4.59 -4.08 -1.70 0.22
H -5.92 -3.00 -2.05 0.24
H -4.59 -2.12 -0.18 0.21
H -4.53 -1.01 -1.56 0.21
H -2.33 -1.97 -2.23 0.22
H -2.37 -3.05 -0.86 0.21
H -3.99 -2.79 2.27 0.22
H -4.25 -5.22 2.61 0.23
H -2.36 -6.75 2.17 0.23
H -0.19 -5.84 1.40 0.23
H 0.08 -3.42 1.08 0.19
H -2.13 -0.87 4.08 0.20
H -3.88 0.25 5.42 0.23
H -5.75 1.41 4.30 0.23
H -5.87 1.45 1.83 0.23
H -4.16 0.31 0.48 0.23
H -3.41 2.47 -0.75 0.22
H -5.29 3.24 -2.15 0.23
H -5.66 2.24 -4.38 0.23
H -4.13 0.48 -5.21 0.23
H -2.26 -0.29 -3.84 0.22
H 0.34 -1.85 -0.88 0.21
H 2.48 -2.38 -1.99 0.22
H 3.30 -0.97 -3.85 0.24
H 1.97 0.98 -4.59 0.23
H -0.13 1.56 -3.45 0.24
C 5.62 4.69 -0.13 -0.63
C 4.19 4.54 0.37 -0.71
Sb 3.04 2.96 -0.53 0.82
C 4.58 1.58 -1.16 -0.72
C 5.27 1.89 -2.49 -0.63
C 2.45 3.84 -2.41 -0.70
C 3.34 4.95 -2.94 -0.63
H 6.12 5.49 0.42 0.23
H 5.66 4.95 -1.19 0.22
H 6.20 3.78 0.01 0.20
H 3.61 5.45 0.21 0.23
H 4.17 4.36 1.44 0.22
H 4.10 0.60 -1.21 0.22
H 5.30 1.53 -0.34 0.22
H 4.55 1.97 -3.30 0.20
H 5.98 1.11 -2.75 0.23
H 5.82 2.83 -2.44 0.22
H 1.43 4.19 -2.28 0.23
H 2.40 3.01 -3.12 0.22
H 3.43 5.78 -2.22 0.21
H 2.93 5.37 -3.86 0.23
H 4.35 4.60 -3.16 0.21
```

Calculated values
Gap between HOMO and LUMO   7.46 eV
Strongest force on any atom   0.52 eV/Å
LUMO energy   -0.173 hartree
ΔE to the lowest compared entry with this formula, charge and spin   0.0 kcal per mole
Charge   +2
DFT total energy   -87725.70922 eV

---

[4]
Computed, not measured: a molecular structure, C42H55CdN10, with ωB97M-V/def2-TZVPD.

```
108
Properties=species:S:1:pos:R:3:mulliken_charge:R:1
Cd 0.67 0.09 0.39 3.13
N -0.58 -1.77 2.40 -0.14
C -0.95 -3.18 2.19 -0.93
C 0.24 -3.97 1.66 -0.42
N 0.65 -3.38 0.40 0.47
C 1.66 -4.06 -0.39 -0.53
C 1.76 -3.36 -1.75 -0.99
N 2.02 -1.92 -1.56 -0.14
H -1.38 -1.25 2.75 0.30
H 0.11 -1.74 3.15 -0.05
H -1.31 -3.66 3.11 0.51
H -1.76 -3.21 1.46 0.33
H 1.04 -4.00 2.41 -0.02
H -0.08 -5.00 1.47 0.52
H 0.94 -2.43 0.57 -0.74
H 2.65 -4.08 0.09 0.08
H 1.35 -5.09 -0.55 0.54
H 2.53 -3.85 -2.34 0.52
H 0.81 -3.46 -2.27 0.44
H 2.94 -1.81 -1.13 -0.11
H 2.07 -1.46 -2.46 0.24
C 3.18 -3.97 5.22 -1.66
C 3.12 -2.96 4.11 0.71
C 3.74 -3.18 2.88 -1.13
C 3.63 -2.27 1.85 -0.03
C 2.91 -1.07 1.98 -0.14
N 2.77 -0.16 0.92 0.17
C 3.93 0.25 0.29 0.59
C 5.16 0.20 0.99 -0.60
C 6.37 0.50 0.41 -0.97
C 6.45 0.92 -0.91 0.05
C 7.76 1.27 -1.57 -1.64
C 5.25 1.09 -1.58 -0.43
C 4.01 0.78 -1.02 -0.60
N 2.87 1.06 -1.83 -0.06
C 2.88 1.20 -3.18 -0.20
C 1.65 1.67 -3.56 -1.35
C 0.94 1.81 -2.37 -0.23
N 1.68 1.43 -1.33 -0.02
C 2.33 -0.84 3.23 -0.91
C 2.42 -1.77 4.26 0.41
N 1.67 0.39 3.52 0.31
C 1.81 1.09 4.66 -0.35
C 0.93 2.14 4.62 -1.18
C 0.29 2.01 3.38 -0.58
N 0.74 0.95 2.72 0.20
H 3.98 -4.68 5.05 0.41
H 2.24 -4.53 5.30 0.29
H 3.35 -3.48 6.18 0.37
H 4.30 -4.09 2.73 0.37
H 4.15 -2.46 0.92 0.73
H 5.14 -0.08 2.03 0.49
H 7.28 0.42 1.01 0.42
H 8.53 0.55 -1.29 0.39
H 8.10 2.26 -1.26 0.31
H 7.66 1.27 -2.65 0.37
H 5.29 1.52 -2.57 0.43
H 3.72 0.94 -3.79 0.43
H 1.32 1.89 -4.56 0.48
H -0.07 2.16 -2.23 0.47
H 1.93 -1.56 5.21 0.57
H 2.52 0.80 5.42 0.48
H 0.79 2.91 5.36 0.45
H -0.48 2.63 2.96 0.55
C -4.22 5.35 1.38 -1.62
C -3.87 4.98 -0.07 2.04
C -3.28 6.20 -0.80 -1.63
C -5.15 4.56 -0.80 -2.06
C -2.84 3.86 -0.03 0.47
C -1.56 4.08 0.46 -0.91
C -0.66 3.04 0.52 -1.84
N -0.95 1.80 0.12 0.59
C -2.15 1.57 -0.40 -0.93
C -3.12 2.57 -0.47 -0.44
C -2.38 0.21 -0.97 0.29
C -3.48 -0.05 -1.77 -0.66
C -3.68 -1.30 -2.33 0.41
C -2.73 -2.26 -2.02 -1.21
C -1.65 -1.93 -1.22 -1.31
N -1.45 -0.72 -0.70 0.46
C -4.85 -1.63 -3.24 2.14
C -5.80 -0.45 -3.42 -2.11
C -5.64 -2.81 -2.65 -1.58
C -4.30 -2.03 -4.62 -1.56
H -4.93 6.18 1.39 0.45
H -3.33 5.66 1.93 0.36
H -4.67 4.51 1.90 0.37
H -4.02 7.00 -0.84 0.46
H -3.00 5.93 -1.82 0.39
H -2.40 6.58 -0.29 0.33
H -5.83 5.41 -0.84 0.42
H -5.67 3.75 -0.28 0.40
H -4.94 4.26 -1.83 0.46
H -1.25 5.06 0.80 0.47
H 0.35 3.19 0.88 0.94
H -4.10 2.34 -0.86 0.56
H -4.19 0.74 -1.98 0.54
H -2.81 -3.27 -2.40 0.56
H -0.90 -2.67 -0.96 0.79
H -6.23 -0.13 -2.47 0.43
H -6.62 -0.73 -4.08 0.43
H -5.29 0.40 -3.88 0.43
H -6.03 -2.57 -1.66 0.38
H -5.02 -3.70 -2.56 0.32
H -6.48 -3.06 -3.30 0.46
H -3.72 -1.21 -5.05 0.38
H -5.12 -2.25 -5.30 0.45
H -3.66 -2.91 -4.56 0.34
```

Calculated values
Gap between HOMO and LUMO   6.38 eV
Strongest force on any atom   0.45 eV/Å
LUMO energy   -0.095 hartree
ΔE to the lowest compared entry with this formula, charge and spin   19.2 kcal per mole
Charge   +1
DFT total energy   -63909.21478 eV